Entry 1:
DFT (ωB97M-V with the def2-TZVPD basis set) results for a structure of composition C37H76N5NiO10 at a distorted geometry.

Cartesian coordinates (Å):
Ni  -9.461  1.961  -26.620
C  -10.748  3.086  -28.652
O  -10.342  1.929  -28.386
O  -11.853  3.465  -28.823
O  -10.266  3.726  -27.699
N  -8.950  4.401  -24.611
O  -9.999  4.949  -24.782
O  -8.222  4.698  -23.643
O  -8.633  3.507  -25.425
C  -13.139  7.664  -21.377
C  -12.660  6.235  -21.085
C  -12.969  6.121  -19.502
C  -12.974  4.708  -19.036
C  -13.972  3.766  -19.843
C  -13.603  3.833  -21.423
N  -13.669  5.290  -21.814
O  -13.473  5.463  -23.155
C  -12.232  3.125  -21.689
C  -14.717  3.015  -22.235
C  -11.179  6.086  -21.284
H  -12.860  7.970  -22.386
H  -12.736  8.263  -20.561
H  -14.201  7.909  -21.367
H  -12.153  6.598  -18.959
H  -13.914  6.627  -19.306
H  -13.143  4.493  -17.981
H  -11.961  4.305  -19.044
H  -15.020  3.956  -19.611
H  -13.777  2.742  -19.526
H  -11.461  3.206  -20.923
H  -12.458  2.061  -21.761
H  -11.842  3.337  -22.684
H  -14.948  1.968  -22.042
H  -15.671  3.485  -21.997
H  -14.624  2.969  -23.320
H  -10.616  6.996  -21.075
H  -11.016  6.071  -22.362
H  -10.761  5.109  -21.042
H  -14.299  5.923  -23.320
C  -7.164  1.704  -20.112
C  -6.290  2.807  -20.627
C  -5.075  2.830  -19.682
C  -4.032  3.844  -20.143
C  -3.517  3.210  -21.434
C  -4.538  2.820  -22.553
N  -5.783  2.371  -21.985
O  -6.825  2.304  -22.917
C  -4.726  4.037  -23.470
C  -4.107  1.508  -23.290
C  -6.909  4.250  -20.768
H  -8.150  1.838  -20.556
H  -7.633  1.916  -19.151
H  -6.760  0.692  -20.149
H  -5.379  3.080  -18.666
H  -4.567  1.868  -19.742
H  -3.210  4.001  -19.445
H  -4.505  4.790  -20.405
H  -3.062  2.261  -21.147
H  -2.768  3.810  -21.951
H  -3.813  4.402  -23.941
H  -5.454  4.102  -24.278
H  -4.960  4.898  -22.843
H  -3.440  1.701  -24.130
H  -3.723  0.800  -22.555
H  -4.958  0.935  -23.659
H  -6.363  5.021  -21.312
H  -7.099  4.756  -19.821
H  -7.889  4.048  -21.199
H  -7.008  3.242  -23.007
C  -4.743  7.833  -21.137
C  -4.817  9.314  -21.519
C  -3.791  9.573  -22.665
C  -4.111  8.908  -23.989
C  -5.517  9.406  -24.404
C  -6.677  9.238  -23.284
N  -6.150  9.732  -21.989
O  -7.033  9.767  -20.860
C  -7.955  10.101  -23.589
C  -7.135  7.732  -23.254
C  -4.372  10.187  -20.388
H  -4.835  7.038  -21.877
H  -5.451  7.759  -20.312
H  -3.918  7.554  -20.481
H  -3.582  10.637  -22.779
H  -2.829  9.139  -22.393
H  -3.834  7.858  -23.897
H  -3.334  9.164  -24.710
H  -5.775  8.828  -25.292
H  -5.516  10.486  -24.546
H  -8.858  9.830  -23.042
H  -7.593  11.096  -23.331
H  -8.024  10.095  -24.676
H  -6.379  7.073  -23.682
H  -7.361  7.528  -22.207
H  -8.047  7.523  -23.813
H  -3.358  9.985  -20.042
H  -5.155  10.223  -19.631
H  -4.167  11.223  -20.658
H  -7.025  10.719  -20.730
C  -5.198  0.978  -27.802
C  -6.754  1.281  -28.107
C  -7.050  1.038  -29.625
C  -7.195  -0.486  -29.907
C  -8.353  -1.004  -29.061
C  -8.048  -0.843  -27.516
N  -7.692  0.655  -27.222
O  -7.471  0.828  -25.982
C  -9.384  -1.268  -26.827
C  -6.967  -1.902  -27.108
C  -6.806  2.845  -27.966
H  -4.680  1.514  -27.006
H  -5.165  -0.100  -27.646
H  -4.594  1.132  -28.696
H  -7.989  1.535  -29.871
H  -6.305  1.613  -30.175
H  -7.211  -0.765  -30.961
H  -6.314  -1.102  -29.728
H  -8.473  -2.062  -29.295
H  -9.325  -0.571  -29.298
H  -9.923  -0.324  -26.895
H  -9.319  -1.425  -25.750
H  -10.078  -2.046  -27.146
H  -6.166  -2.022  -27.839
H  -7.604  -2.773  -27.258
H  -6.654  -1.903  -26.064
H  -7.848  3.045  -28.217
H  -6.607  3.151  -26.939
H  -6.024  3.328  -28.552
H  -6.810  0.176  -25.734

Output
**Kohn-Sham gap (alpha / beta)**: 7.393 / 6.698 eV
**DFT total energy**: -108555.7534 eV
**Energy above the lowest of the compared OMol25 structures with the same formula, charge and spin**: 178.8 kcal per mole
**Net charge**: -1
**Multiplicity**: 3
**HOMO (alpha / beta)**: -0.187 / -0.161 Ha

Here are the Mulliken charges for atoms 1 to 5, given in e: number 1, Ni, carries 0.431; number 2, C, carries 0.906; number 3, O, carries -0.734; number 4, O, carries -0.668; number 5, O, carries -0.452

Entry 2:
DFT (ωB97M-V with the def2-TZVPD basis set) results for a cluster of 10 separate species, C37H77N5O21PS2 in total at a distorted geometry.

Cartesian coordinates (Å):
C  -0.559  2.332  -1.812
O  -1.409  1.719  -2.853
C  -0.578  1.709  -4.034
C  -0.922  0.556  -5.074
N  -1.061  0.711  -6.515
N  -1.321  -0.500  -7.056
N  -1.364  -1.425  -6.085
C  -1.604  -2.845  -6.501
C  -2.696  -3.624  -5.618
C  -2.204  -5.015  -4.994
S  -0.490  -4.970  -4.286
C  -0.264  -6.235  -2.957
S  0.260  -7.789  -3.368
N  -0.534  -5.975  -1.525
C  0.380  -4.971  -0.948
C  0.200  -4.569  0.570
C  1.138  -3.509  1.225
C  2.312  -2.798  0.444
C  2.489  -3.195  -1.038
C  1.548  -4.275  -1.695
C  -1.956  -5.582  -1.433
C  -3.005  -6.750  -1.580
C  -4.538  -6.539  -1.482
C  -5.064  -5.091  -1.222
C  -4.053  -3.920  -1.119
C  -2.499  -4.149  -1.224
N  -1.125  -0.864  -4.884
P  -1.063  -1.717  -3.306
O  -2.687  -1.568  -2.701
O  -0.133  -0.837  -2.163
H  0.217  1.553  -1.485
H  -1.197  2.666  -0.926
H  0.014  3.241  -2.195
H  -0.578  2.710  -4.622
H  0.515  1.569  -3.674
H  -2.025  -2.796  -7.576
H  -0.589  -3.360  -6.590
H  -3.593  -3.878  -6.305
H  -3.150  -2.949  -4.793
H  -2.229  -5.821  -5.815
H  -2.977  -5.361  -4.204
H  -0.616  -5.058  1.194
H  1.015  -3.247  2.331
H  2.986  -2.044  0.966
H  3.324  -2.673  -1.627
H  1.780  -4.523  -2.783
H  -2.619  -7.818  -1.770
H  -5.212  -7.462  -1.591
H  -6.197  -4.950  -1.117
H  -4.463  -2.873  -0.940
H  -1.785  -3.269  -1.130
H  -2.812  -0.582  -2.653
H  -0.743  -0.425  -1.492
C  0.098  -5.298  4.101
C  -0.004  -5.363  5.617
O  -1.365  -5.595  5.989
O  -0.747  -4.261  3.605
H  1.122  -5.095  3.783
H  -0.237  -6.239  3.652
H  0.292  -4.411  6.061
H  0.622  -6.160  6.028
H  -1.586  -6.500  5.729
H  -1.539  -4.272  4.168
C  0.559  4.955  -7.963
C  0.451  4.723  -6.464
O  -0.913  4.441  -6.126
O  -0.289  6.031  -8.349
H  1.584  5.199  -8.251
H  0.234  4.066  -8.515
H  0.737  5.624  -5.916
H  1.082  3.890  -6.140
H  -1.125  3.567  -6.486
H  -1.084  5.955  -7.798
C  3.996  0.291  4.326
C  4.450  -0.755  3.320
O  3.841  -0.482  2.056
O  2.576  0.276  4.429
H  4.421  0.100  5.313
H  4.289  1.293  3.998
H  4.121  -1.751  3.628
H  5.538  -0.757  3.204
H  4.242  0.327  1.709
H  2.247  0.102  3.531
C  -0.434  5.882  -2.346
C  -1.620  6.622  -2.947
O  -1.179  7.389  -4.068
O  0.568  6.814  -1.957
H  -0.734  5.305  -1.467
H  0.015  5.207  -3.084
H  -2.039  7.324  -2.223
H  -2.403  5.929  -3.271
H  -0.948  6.765  -4.771
H  0.559  7.512  -2.632
C  5.783  -4.513  5.713
C  6.761  -3.397  5.381
O  6.759  -2.438  6.441
O  4.480  -3.972  5.904
H  5.740  -5.251  4.909
H  6.071  -5.014  6.644
H  6.450  -2.873  4.475
H  7.777  -3.779  5.244
H  7.176  -2.855  7.208
H  4.608  -3.118  6.347
C  -4.862  0.754  1.740
C  -6.119  0.090  1.199
O  -5.828  -1.270  0.867
O  -3.821  0.681  0.768
H  -5.042  1.804  1.979
H  -4.509  0.238  2.639
H  -6.446  0.581  0.281
H  -6.933  0.116  1.929
H  -5.685  -1.746  1.697
H  -3.922  -0.184  0.337
C  6.448  4.893  4.860
C  5.248  3.967  4.980
O  5.672  2.712  5.517
O  7.438  4.296  4.029
H  6.163  5.854  4.426
H  6.903  5.064  5.842
H  4.821  3.766  3.995
H  4.475  4.393  5.626
H  5.910  2.860  6.443
H  7.414  3.346  4.228
C  -0.248  1.613  2.400
C  -0.704  2.751  3.300
O  -0.344  3.999  2.701
O  1.160  1.692  2.201
H  -0.483  0.642  2.841
H  -0.725  1.685  1.416
H  -0.198  2.701  4.266
H  -1.786  2.727  3.460
H  -0.903  4.119  1.919
H  1.366  2.640  2.147
C  -2.303  6.173  1.093
C  -3.770  6.494  0.855
O  -4.560  5.865  1.866
O  -2.111  4.758  1.081
H  -1.672  6.617  0.320
H  -1.981  6.540  2.073
H  -4.099  6.091  -0.105
H  -3.954  7.572  0.874
H  -4.382  6.323  2.699
H  -2.900  4.380  1.504

Output
**Kohn-Sham gap**: 5.425 eV
**DFT total energy**: -121002.0066 eV
**Net charge**: +1
**HOMO**: -0.360 Ha

Here are the Mulliken charges for atoms 1 to 5, given in e: number 1, C, carries -0.356; number 2, O, carries -0.314; number 3, C, carries 0.289; number 4, C, carries -0.085; number 5, N, carries -0.240